1) C7H15N | the ωB97M-V functional and the def2-TZVPD basis

The orbital gap is 0.34647 Ha. Its SMILES is CCCN1CCCC1. The calculation puts the HOMO energy at -8.4 eV. As for the LUMO energy: 1.04 eV.

Each line ends with the Löwdin charge.
Cartesian coordinates (Å):
N 0.249 -0.112 0.174  -0.18
C 0.822 1.429 -1.678  -0.28
C -0.246 0.445 -1.099  -0.20
C 2.190 0.920 -1.529  -0.16
C -0.273 0.575 1.369  -0.18
C -1.440 -0.314 1.838  -0.21
C -0.131 -1.555 0.331  -0.20
C -1.503 -1.574 0.960  -0.20
H -1.294 0.690 -1.003  0.11
H -0.478 1.680 1.173  0.14
H -2.445 0.188 2.067  0.11
H 0.755 1.695 -2.728  0.10
H -2.297 -1.422 0.142  0.12
H 2.467 0.754 -0.428  0.09
H 2.097 -0.079 -1.904  0.06
H -0.308 -0.323 -1.923  0.12
H 0.726 2.316 -1.072  0.09
H 0.554 0.390 2.117  0.12
H -1.660 -2.546 1.511  0.12
H -0.109 -2.178 -0.499  0.09
H -1.233 -0.571 2.949  0.12
H 0.544 -2.041 1.087  0.13
H 3.012 1.633 -1.854  0.10

2) C7H15N | the ωB97M-V functional and the def2-TZVPD basis

The orbital gap is 0.33071 Ha. Its SMILES is C=C(N)C(C)(C)CC. The calculation puts the HOMO energy at -8.1 eV. As for the LUMO energy: 0.94 eV.

Each line ends with the Löwdin charge.
Cartesian coordinates (Å):
N 1.709 0.357 1.336  0.10
C -0.644 -1.074 1.235  -0.06
C -1.448 1.699 0.202  -0.09
C 0.046 -1.660 -1.076  -0.05
C -1.205 0.467 -0.662  -0.21
C 1.184 0.242 0.054  -0.39
C -0.143 -0.495 -0.092  -0.52
C 1.788 0.820 -0.983  0.03
H -2.143 -0.081 -0.784  0.11
H -0.884 -2.214 -1.186  0.08
H -0.885 0.793 -1.652  0.10
H -0.509 2.211 0.397  0.07
H 0.348 -1.297 -2.054  0.08
H 2.654 0.714 1.353  0.09
H -0.686 -0.313 2.009  0.08
H -0.005 -1.889 1.573  0.08
H 2.727 1.334 -0.865  0.05
H -1.901 1.431 1.153  0.07
H 1.583 -0.439 1.939  0.08
H -2.118 2.386 -0.310  0.07
H -1.645 -1.478 1.097  0.09
H 1.366 0.827 -1.969  0.05
H 0.813 -2.342 -0.715  0.09

3) C7H15N | the ωB97M-V functional and the def2-TZVPD basis

The orbital gap is 0.33196 Ha. Its SMILES is C/C=C/C.C=CNC. The calculation puts the HOMO energy at -7.9 eV. As for the LUMO energy: 1.09 eV.

Each line ends with the Löwdin charge.
Cartesian coordinates (Å):
N 1.175 1.296 1.644  -0.10
C -1.873 -0.459 -0.994  -0.20
C -1.414 -0.991 -3.405  -0.11
C 0.771 2.019 0.444  -0.11
C 2.653 -0.459 2.407  -0.03
C -1.488 -1.307 -1.938  -0.18
C 2.352 0.575 1.623  -0.27
C -1.947 -0.776 0.467  -0.10
H -0.811 -0.097 -3.571  0.07
H 1.533 2.756 0.208  0.08
H -1.989 -1.845 0.664  0.07
H -0.152 2.548 0.663  0.08
H -1.081 -0.403 1.021  0.05
H 0.600 1.354 -0.405  0.07
H -0.967 -1.806 -3.971  0.06
H 3.086 0.940 0.913  0.11
H 3.619 -0.932 2.362  0.03
H -2.113 0.562 -1.271  0.10
H 0.422 0.839 2.134  0.10
H 1.913 -0.824 3.110  0.04
H -2.397 -0.800 -3.836  0.07
H -1.216 -2.311 -1.622  0.10
H -2.838 -0.312 0.884  0.07

The least stable of the structures above is 1), whereas 2) is the most stable.